# 1
This record from the OMol25 dataset describes C3H3NO4 as an isolated structure. The level of theory is ωB97M-V/def2-TZVPD.

## Properties
orbital gap = 8.6 eV
ΔE to the lowest compared entry with this formula, charge and spin = 346.3 kJ/mol
E_HOMO = -9.263 eV
LUMO energy = -0.70 eV
energy = -12836.734 eV

Geometry as ORCA input:
```
! RIJCOSX wB97M-V def2-TZVPD def2/J DEFGRID3
* xyz 0 1
O -2.27931 0.85743 0.01088
O 1.08234 1.87104 0.04724
H -0.00812 -2.55107 -0.63117
N -0.18454 -1.65988 -0.18903
C 0.23111 0.83589 0.42561
O -0.05483 0.50240 1.65145
O 0.79220 -0.41594 -1.83164
C 0.21837 -0.52109 -0.77591
C -1.16315 1.08784 0.27355
H 1.97752 1.58135 0.28926
H -0.61160 -1.58798 0.72976
*
```



# 2
This record from the OMol25 dataset describes C47H31Br4O6ReS3 as an isolated structure. The level of theory is ωB97M-V/def2-TZVPD.

## Properties
orbital gap (alpha / beta) = 6.3 / 6.1 eV
ΔE to the lowest compared entry with this formula, charge and spin = 74.9 kJ/mol
E_HOMO (alpha / beta) = -10.544 / -10.668 eV
LUMO energy (alpha / beta) = -4.28 / -4.59 eV
energy = -376327.134 eV

Geometry as ORCA input:
```
! RIJCOSX wB97M-V def2-TZVPD def2/J DEFGRID3
* xyz 1 2
C 0.32755 1.07243 -4.35033
H -0.05228 5.62932 -4.71503
C -0.30370 -0.32933 3.41134
H 4.95954 -0.97975 -6.84986
Re 1.72835 -0.59600 0.39674
C -3.61766 -1.84915 0.51405
C -5.57257 1.64820 -0.89585
C 4.29121 -1.75914 -3.66479
H 2.06161 1.18707 6.05800
O -6.17004 -3.86345 -1.03205
H -1.25132 2.24741 2.89689
C -2.77709 1.53980 -0.59257
H 0.65972 0.98933 -5.37753
C 0.25513 -0.03727 -3.55981
H -5.19559 1.00583 -2.92397
H 0.10270 0.01679 7.78160
C 3.44118 0.11116 -2.43664
C 0.57502 0.69023 3.07743
O 1.63027 2.46021 1.47188
C 3.50008 -2.18477 4.94737
C -0.45838 2.46232 -2.49301
C 3.79282 0.96948 -3.47518
C -5.57927 -3.34174 -0.13471
C 5.32017 -1.47141 -5.94707
C 4.38779 0.44645 -4.60829
S 0.03697 -1.36397 -1.20841
C -3.61131 1.91052 0.48896
C -0.34696 -0.77357 4.72067
C 1.95330 -2.26467 2.64016
H 2.11557 2.02869 3.73261
H -1.09355 3.86462 -0.96524
C -3.02346 2.22077 1.73990
C -1.60240 -1.92149 -0.76856
H -2.78384 0.93329 -2.67948
H 4.49677 -2.81978 -3.73549
S 0.82524 1.24630 1.40484
C -0.58533 1.28969 -1.68823
C -1.69130 2.04751 1.93050
C -2.33088 -1.38995 0.28266
H -0.83147 5.83724 -2.36849
Br 0.18855 -4.27335 3.46099
C 4.64408 -0.92126 -4.72208
C -0.61066 4.85834 -2.77263
H -4.18781 -1.39097 1.31389
H -5.52590 -2.88049 1.73346
C 1.42414 1.24885 4.02148
C 3.01078 -1.35355 2.75948
C 3.69838 -1.25331 -2.52350
H 0.55502 -1.00841 -3.93056
Br 5.17310 -0.04607 3.96676
C 3.80513 -1.32155 3.89237
C -3.42993 -3.35405 -1.35348
C -0.18986 0.08908 -2.22592
H 1.49793 -0.99934 7.43547
O 3.17977 -0.55456 1.69228
C -5.01332 1.97000 0.30678
O 1.28660 -2.20921 1.47737
C -3.39056 1.22785 -1.83430
O 2.55712 2.23002 -1.21973
C -0.86251 1.59397 0.86970
Br 4.50408 -2.08347 6.53502
S 2.61770 0.77878 -1.03543
O -6.15478 -3.18757 1.07248
Br 1.99804 -4.22817 6.26759
C 2.43151 -3.08192 4.84017
C -2.13909 -2.91292 -1.58444
H -0.92868 -0.80395 2.66437
H -5.63255 2.27012 1.14288
H -1.02447 -1.57632 4.98510
C -0.16097 4.74166 -4.10666
C -0.76293 3.75398 -1.98924
H 3.45283 -1.91784 -1.70211
C 0.48798 -0.74858 7.10569
H -6.64562 1.68708 -1.02656
C -1.35476 1.43284 -0.40795
H -1.55356 -3.32854 -2.39369
H -3.64896 2.57481 2.54957
C 1.38281 0.77314 5.32174
H 3.58711 2.02695 -3.38283
C 0.50130 -0.24035 5.69166
H 0.48764 3.41473 -5.64200
C 0.00512 2.34723 -3.82934
C -4.74806 1.26730 -1.97437
C 1.65391 -3.12437 3.68052
H 4.66298 1.10782 -5.42050
H 6.39667 -1.29944 -5.88916
H -3.88338 -4.10731 -1.98293
H -0.13199 -1.63775 7.20454
C -4.17183 -2.82744 -0.30062
H 5.15947 -2.54333 -6.04555
C 0.13949 3.51586 -4.62161
H -1.91963 -0.60423 0.90082
*
```



> ΔE to the lowest compared entry with this formula, charge and spin of number 2 (C47H31Br4O6ReS3)?

74.9 kJ/mol



> What is the formula in the first record?

C3H3NO4



> Which value of energy does entry 2 give?

-376327.134 eV



> Which of these has the lowest ΔE to the lowest compared entry with this formula, charge and spin?

C47H31Br4O6ReS3